1.
Here is a 5-piece molecular cluster, C30H71BN4O13P overall from OMol25. Energies are from ωB97M-V with the def2-TZVPD basis set.

Each atom is followed by the atoms it is bonded to, with distances in Å.
Positions of all 120 atoms, in Å:
1 P -1.4216 -0.2460 -0.2856  O5 1.607, O7 1.467, O13 1.594, C27 1.822
2 O -0.7136 -0.2165 -5.7335  C26 1.420, C28 1.419
3 O -4.0488 -4.8076 -3.0314  C43 1.419, C44 1.417
4 O 3.9824 9.0314 3.4505  C20 1.417, C29 1.419
5 O -1.5844 -0.3783 1.3080  P1 1.607, C36 1.461
6 O -6.7982 -3.8875 -2.5236  C24 1.418, C38 1.417
7 O -2.2346 -1.2263 -1.0131  P1 1.467
8 O 2.3557 5.0338 4.9144  C39 1.413, H117 0.964
9 O 0.4672 -3.2141 4.2002  B49 1.378, H74 0.966
10 O 2.1929 -6.2040 -2.9455  C46 1.416, C47 1.416
11 O 2.4322 -3.5837 -1.6344  C37 1.420, C40 1.427
12 O -2.2577 -1.3795 -7.9577  C32 1.416, C35 1.417
13 O -1.8406 1.2447 -0.6629  P1 1.594, C34 1.441
14 O 4.5737 8.6755 6.3043  C25 1.417, C48 1.419
15 N 1.3881 0.7941 3.4344  C19 1.335, C23 1.340
16 N 0.7035 -1.2395 2.8460  N18 1.376, C23 1.355, B49 1.506
17 N 0.4505 -0.5407 5.1334  C23 1.345, H98 1.004, H112 1.005
18 N 1.1838 -0.5882 1.7334  N16 1.376, C19 1.330, C41 1.457
19 C 1.6046 0.6095 2.1305  N15 1.335, N18 1.330, C42 1.489
20 C 5.2976 9.5330 3.2911  O4 1.417, H66 1.092, H93 1.089, H116 1.096
21 C 1.9205 3.0821 1.6984  C31 1.550, C42 1.538, H80 1.091, H115 1.090
22 C -0.6623 -3.4337 1.9368  C33 1.565, B49 1.554, H75 1.084, H113 1.094
23 C 0.8355 -0.3502 3.8591  N15 1.340, N16 1.355, N17 1.345
24 C -6.9238 -3.6195 -3.9102  O6 1.418, H76 1.089, H104 1.095, H108 1.092
25 C 4.2776 10.0483 6.4925  O14 1.417, H70 1.092, H78 1.095, H95 1.089
26 C -1.0191 -1.5955 -5.8802  O2 1.420, C32 1.514, H59 1.096, H110 1.094
27 C 0.3429 -0.4964 -0.6671  P1 1.822, C41 1.535, H54 1.091, H81 1.090
28 C -1.8508 0.5744 -5.4264  O2 1.419, H63 1.091, H91 1.096, H107 1.089
29 C 3.9256 7.7911 4.1372  O4 1.419, C48 1.515, H50 1.092, H103 1.096
30 C -1.8300 2.7833 1.2844  C34 1.527, H57 1.091, H62 1.090, H68 1.089
31 C 2.6959 3.6203 2.9284  C21 1.550, C39 1.532, H88 1.090, H94 1.091
32 C -1.1554 -2.0087 -7.3300  O12 1.416, C26 1.514, H64 1.094, H85 1.095
33 C 0.0558 -4.8016 1.6859  C22 1.565, H52 1.094, H61 1.086, H67 1.088
34 C -1.1633 2.3400 -0.0160  O13 1.441, C30 1.527, H65 1.088, H92 1.095
35 C -1.8995 -0.2612 -8.7517  O12 1.417, H55 1.092, H100 1.089, H102 1.095
36 C -2.9596 -0.6343 1.7309  O5 1.461, C45 1.525, H73 1.086, H118 1.089
37 C 3.7535 -3.9457 -1.2616  O11 1.420, H77 1.091, H90 1.095, H105 1.090
38 C -6.3185 -5.1902 -2.2388  O6 1.417, C44 1.514, H51 1.095, H99 1.094
39 C 1.7169 4.2722 3.9100  O8 1.413, C31 1.532, H53 1.091, H119 1.097
40 C 2.1682 -3.7785 -3.0228  O11 1.427, C47 1.513, H69 1.095, H82 1.093
41 C 1.2136 -1.1746 0.4000  N18 1.457, C27 1.535, H87 1.091, H109 1.085
42 C 2.2920 1.6418 1.3069  C19 1.489, C21 1.538, H56 1.095, H101 1.089
43 C -3.6448 -3.4474 -2.9918  O3 1.419, H84 1.093, H86 1.089, H120 1.092
44 C -4.8385 -5.1917 -1.9196  O3 1.417, C38 1.514, H60 1.096, H83 1.095
45 C -3.0937 -0.2508 3.2003  C36 1.525, H72 1.089, H79 1.089, H96 1.090
46 C 1.8567 -6.7722 -1.6934  O10 1.416, H97 1.095, H106 1.094, H114 1.089
47 C 1.4196 -5.0669 -3.2850  O10 1.416, C40 1.513, H58 1.094, H111 1.095
48 C 3.5666 7.9671 5.5982  O14 1.419, C29 1.515, H71 1.095, H89 1.091
49 B 0.1624 -2.6380 2.9862  O9 1.378, N16 1.506, C22 1.554
50 H 3.1507 7.1893 3.6568  C29 1.092
51 H -6.8666 -5.5542 -1.3640  C38 1.095
52 H 1.1403 -4.7084 1.7944  C33 1.094
53 H 1.0786 4.9463 3.3373  C39 1.091
54 H 0.7532 0.4451 -1.0350  C27 1.091
55 H -1.1957 0.3943 -8.2340  C35 1.092
56 H 3.3650 1.5226 1.4910  C42 1.095
57 H -1.4226 2.2481 2.1430  C30 1.091
58 H 1.1990 -5.1280 -4.3544  C47 1.094
59 H -0.1937 -2.1597 -5.4317  C26 1.096
60 H -4.6388 -4.5365 -1.0642  C44 1.096
61 H -0.2929 -5.5563 2.3850  C33 1.086
62 H -1.6242 3.8404 1.4534  C30 1.090
63 H -2.7029 0.3212 -6.0598  C28 1.091
64 H -1.3312 -3.0882 -7.3699  C32 1.094
65 H -1.1348 3.1783 -0.7083  C34 1.088
66 H 5.8742 9.4595 4.2154  C20 1.092
67 H -0.1248 -5.1491 0.6706  C33 1.088
68 H -2.9052 2.6207 1.2342  C30 1.089
69 H 1.5506 -2.9395 -3.3587  C40 1.095
70 H 3.9075 10.5122 5.5757  C25 1.092
71 H 2.6004 8.4724 5.6942  C48 1.095
72 H -4.1388 -0.0235 3.4060  C45 1.089
73 H -3.1620 -1.6891 1.5679  C36 1.086
74 H 1.3989 -3.4578 4.2750  O9 0.966
75 H -0.8180 -2.9313 0.9885  C22 1.084
76 H -7.0323 -2.5426 -4.0281  C24 1.089
77 H 4.0467 -4.9015 -1.6976  C37 1.091
78 H 3.5343 10.1764 7.2866  C25 1.095
79 H -2.5136 0.6508 3.3916  C45 1.089
80 H 2.2031 3.7042 0.8480  C21 1.091
81 H 0.3287 -1.1823 -1.5136  C27 1.090
82 H 3.1021 -3.7579 -3.5908  C40 1.093
83 H -4.5400 -6.2087 -1.6447  C44 1.095
84 H -2.8274 -3.3098 -2.2788  C43 1.093
85 H -0.2290 -1.7970 -7.8734  C32 1.095
86 H -3.2936 -3.1810 -3.9880  C43 1.089
87 H 2.2485 -1.1375 0.0559  C41 1.091
88 H 3.4059 4.3847 2.6122  C31 1.090
89 H 3.4774 6.9829 6.0604  C48 1.091
90 H 4.4666 -3.1747 -1.5720  C37 1.095
91 H -2.1342 0.4455 -4.3751  C28 1.096
92 H -0.1251 2.0529 0.1831  C34 1.095
93 H 5.2183 10.5811 3.0072  C20 1.089
94 H 3.2400 2.8067 3.4102  C31 1.091
95 H 5.1988 10.5457 6.7916  C25 1.089
96 H -2.7796 -1.0674 3.8499  C45 1.090
97 H 0.9244 -7.3416 -1.7661  C46 1.095
98 H 0.5059 -1.4353 5.5850  N17 1.004
99 H -6.5253 -5.8685 -3.0722  C38 1.094
100 H -2.8103 0.2963 -8.9628  C35 1.089
101 H 2.1577 1.4871 0.2369  C42 1.089
102 H -1.4586 -0.5876 -9.6991  C35 1.095
103 H 4.8775 7.2566 4.0440  C29 1.096
104 H -7.8144 -4.1096 -4.3168  C24 1.095
105 H 3.7800 -4.0333 -0.1750  C37 1.090
106 H 1.7528 -6.0088 -0.9168  C46 1.094
107 H -1.5850 1.6169 -5.5959  C28 1.089
108 H -6.0451 -3.9501 -4.4679  C24 1.092
109 H 0.9500 -2.2262 0.4322  C41 1.085
110 H -1.9310 -1.8370 -5.3257  C26 1.094
111 H 0.4665 -5.0727 -2.7454  C47 1.095
112 H 0.0407 0.2426 5.6114  N17 1.005
113 H -1.6351 -3.6639 2.3803  C22 1.094
114 H 2.6606 -7.4507 -1.4136  C46 1.089
115 H 0.8460 3.2075 1.8357  C21 1.090
116 H 5.8220 8.9921 2.4953  C20 1.096
117 H 2.9030 4.4264 5.4243  O8 0.964
118 H -3.6511 -0.0398 1.1360  C36 1.089
119 H 1.0918 3.4809 4.3405  C39 1.097
120 H -4.4688 -2.7844 -2.7219  C43 1.092

Properties
HOMO level = -10.41 eV
Relative energy (zero: lowest compared OMol25 entry of this formula, charge and spin) = 0.00 kcal per mole
LUMO level = -3.24 eV
Electronic energy = -2748.7776 Ha
Net charge = +1
Orbital gap = 7.1651 eV
Molar mass = 737.70 g mol⁻¹

2.
Here is a 5-piece molecular cluster, C30H71O16P overall from OMol25. Energies are from ωB97M-V with the def2-TZVPD basis set.

Each atom is followed by the atoms it is bonded to, with distances in Å.
Positions of all 118 atoms, in Å:
1 P 1.1014 0.6991 5.8807  O3 1.467, O4 1.635, O6 1.658, O12 1.676
2 O -5.9713 -3.7090 -5.6135  C35 1.390, C38 1.480
3 O 1.9634 0.8554 4.7046  P1 1.467
4 O 0.1943 -0.6614 5.8809  P1 1.635, C34 1.405
5 O -4.8908 -0.2380 1.4936  C27 1.415, C44 1.403
6 O 0.1419 1.9928 6.2744  P1 1.658, C22 1.435
7 O 15.5739 -4.8501 3.8518  C30 1.449, C42 1.437
8 O -2.1363 3.8520 -5.7433  C24 1.386, C46 1.461
9 O -9.5150 -2.4007 -10.3716  C18 1.392, C23 1.432
10 O -4.1360 6.2432 -3.8493  C26 1.375, C40 1.439
11 O -1.9663 -0.5568 -0.5176  C33 1.445, C36 1.413
12 O 1.9617 0.4500 7.2972  P1 1.676, C19 1.416
13 O -8.1269 -2.1301 -7.2002  C21 1.451, C32 1.447
14 O 0.4315 -3.1057 -0.0184  C20 1.382, C37 1.372
15 O 12.6006 -5.1822 4.9018  C25 1.413, C28 1.434
16 O 10.3969 -3.4883 5.0818  C29 1.425, C31 1.444
17 O -2.7590 8.6559 -1.5364  C43 1.409, C45 1.446
18 C -8.9627 -2.1577 -11.6260  O9 1.392, H48 1.090, H93 1.090, H111 1.090
19 C 2.2753 1.4818 8.2149  O12 1.416, C47 1.532, H85 1.090, H104 1.090
20 C 1.7580 -2.7640 0.1636  O14 1.382, H56 1.090, H82 1.090, H118 1.090
21 C -7.0824 -2.8345 -7.9199  O13 1.451, C38 1.559, H98 1.090, H100 1.090
22 C -0.5123 2.7509 5.2470  O6 1.435, C39 1.536, H59 1.090, H113 1.090
23 C -9.2945 -1.3848 -9.3863  O9 1.432, C32 1.546, H99 1.090, H115 1.090
24 C -3.2911 4.1141 -5.0229  O8 1.386, C40 1.602, H74 1.090, H76 1.090
25 C 11.3316 -5.7969 4.9992  O15 1.413, C31 1.592, H86 1.090, H108 1.090
26 C -3.2862 7.0939 -3.1829  O10 1.375, C45 1.492, H70 1.090, H106 1.090
27 C -3.8022 0.1910 0.6972  O5 1.415, C33 1.522, H55 1.090, H64 1.090
28 C 12.9980 -4.5722 3.6668  O15 1.434, C42 1.617, H69 1.090, H77 1.090
29 C 9.4826 -2.5245 4.5654  O16 1.425, H84 1.090, H101 1.090, H112 1.090
30 C 15.7415 -5.5499 2.5945  O7 1.449, H54 1.090, H60 1.090, H117 1.090
31 C 10.2834 -4.7578 4.4031  O16 1.444, C25 1.592, H62 1.090, H116 1.090
32 C -9.3159 -2.1163 -8.0239  O13 1.447, C23 1.546, H50 1.090, H63 1.090
33 C -3.2727 -1.0005 -0.0881  O11 1.445, C27 1.522, H61 1.090, H88 1.090
34 C -0.7726 -0.8669 6.8787  O4 1.405, C41 1.528, H57 1.090, H79 1.090
35 C -6.4760 -5.0005 -5.7057  O2 1.390, H72 1.090, H80 1.090, H110 1.090
36 C -0.8104 -1.0358 0.1392  O11 1.413, C37 1.583, H49 1.090, H68 1.090
37 C -0.3552 -2.2589 -0.7573  O14 1.372, C36 1.583, H75 1.090, H107 1.090
38 C -5.9620 -2.8750 -6.8360  O2 1.480, C21 1.559, H73 1.090, H90 1.090
39 C -0.6496 4.2462 5.5680  C22 1.536, H66 1.090, H102 1.090, H114 1.090
40 C -3.7202 5.6558 -5.0950  O10 1.439, C24 1.602, H58 1.090, H96 1.090
41 C -1.9933 0.0170 6.6289  C34 1.528, H83 1.090, H87 1.090, H103 1.090
42 C 14.4636 -3.9415 3.9286  O7 1.437, C28 1.617, H78 1.090, H92 1.090
43 C -3.2313 9.8955 -1.0617  O17 1.409, H94 1.090, H97 1.090, H105 1.090
44 C -5.5039 0.7444 2.2859  O5 1.403, H52 1.090, H91 1.090, H95 1.090
45 C -3.8600 7.8667 -2.0428  O17 1.446, C26 1.492, H81 1.090, H109 1.090
46 C -0.8764 3.8337 -5.0048  O8 1.461, H65 1.090, H67 1.090, H71 1.090
47 C 3.0876 2.5321 7.4498  C19 1.532, H51 1.090, H53 1.090, H89 1.090
48 H -8.6809 -1.1275 -11.8436  C18 1.090
49 H -0.8674 -1.2971 1.1959  C36 1.090
50 H -9.6535 -3.1516 -7.9768  C32 1.090
51 H 2.4706 3.1095 6.7613  C47 1.090
52 H -6.2114 0.2201 2.9282  C44 1.090
53 H 3.9427 2.1312 6.9055  C47 1.090
54 H 15.5509 -6.5971 2.8293  C30 1.090
55 H -3.0551 0.4822 1.4355  C27 1.090
56 H 1.9525 -1.6920 0.1967  C20 1.090
57 H -0.5283 -0.7851 7.9378  C34 1.090
58 H -3.0115 6.3119 -5.6003  C40 1.090
59 H -1.5096 2.4193 4.9578  C22 1.090
60 H 15.0782 -5.1844 1.8106  C30 1.090
61 H -3.4017 -1.9199 0.4831  C33 1.090
62 H 10.3415 -4.7203 3.3153  C31 1.090
63 H -9.9986 -1.5071 -7.4316  C32 1.090
64 H -4.0168 1.0143 0.0158  C27 1.090
65 H -0.8228 4.8305 -4.5671  C46 1.090
66 H 0.3402 4.6905 5.4630  C39 1.090
67 H -0.8702 2.9999 -4.3027  C46 1.090
68 H 0.0001 -0.3084 0.0938  C36 1.090
69 H 12.8981 -5.3178 2.8780  C28 1.090
70 H -2.8902 7.8955 -3.8064  C26 1.090
71 H -0.0657 3.7874 -5.7319  C46 1.090
72 H -6.2291 -5.4120 -4.7271  C35 1.090
73 H -5.4763 -1.9092 -6.6961  C38 1.090
74 H -4.0789 3.4869 -5.4403  C24 1.090
75 H -1.2859 -2.8118 -0.6298  C37 1.090
76 H -3.4824 3.7484 -4.0141  C24 1.090
77 H 12.2799 -3.8045 3.3788  C28 1.090
78 H 14.4770 -3.3754 4.8599  C42 1.090
79 H -0.8836 -1.9249 6.6413  C34 1.090
80 H -7.5592 -5.0413 -5.8202  C35 1.090
81 H -4.0745 7.1795 -1.2243  C45 1.090
82 H 2.4261 -3.2143 -0.5705  C20 1.090
83 H -1.9811 0.3704 5.5978  C41 1.090
84 H 8.5442 -2.6548 5.1043  C29 1.090
85 H 2.8563 1.1708 9.0831  C19 1.090
86 H 11.1682 -6.1817 6.0058  C25 1.090
87 H -1.9868 0.9109 7.2526  C41 1.090
88 H -4.0082 -1.1634 -0.8759  C33 1.090
89 H 3.4491 3.2526 8.1835  C47 1.090
90 H -5.1698 -3.3785 -7.3901  C38 1.090
91 H -5.8789 1.5900 1.7093  C44 1.090
92 H 14.6037 -3.1210 3.2249  C42 1.090
93 H -8.1454 -2.8554 -11.8085  C18 1.090
94 H -2.3568 10.4870 -0.7905  C43 1.090
95 H -4.8127 0.9610 3.1005  C44 1.090
96 H -4.4491 5.8182 -5.8890  C40 1.090
97 H -3.5836 10.5313 -1.8740  C43 1.090
98 H -6.6297 -2.3194 -8.7672  C21 1.090
99 H -10.1011 -0.6743 -9.5669  C23 1.090
100 H -7.3395 -3.8542 -8.2064  C21 1.090
101 H 9.8980 -1.5218 4.6659  C29 1.090
102 H -1.2657 4.7019 4.7928  C39 1.090
103 H -2.8871 -0.5819 6.8040  C41 1.090
104 H 1.4016 1.9995 8.6107  C19 1.090
105 H -3.9833 9.8246 -0.2759  C43 1.090
106 H -2.4675 6.4710 -2.8223  C26 1.090
107 H -0.1915 -2.0909 -1.8218  C37 1.090
108 H 11.3743 -6.7057 4.3989  C25 1.090
109 H -4.8145 8.3771 -2.1712  C45 1.090
110 H -6.0450 -5.4581 -6.5961  C35 1.090
111 H -9.6511 -2.3833 -12.4404  C18 1.090
112 H 9.1741 -2.5853 3.5217  C29 1.090
113 H 0.0040 2.6494 4.2924  C22 1.090
114 H -1.0881 4.5870 6.5059  C39 1.090
115 H -8.3153 -0.9392 -9.5609  C23 1.090
116 H 9.3385 -5.2433 4.6471  C31 1.090
117 H 16.7993 -5.5534 2.3315  C30 1.090
118 H 2.1810 -3.0545 1.1253  C20 1.090

Properties
HOMO level = -9.04 eV
Relative energy (zero: lowest compared OMol25 entry of this formula, charge and spin) = 134.79 kcal per mole
LUMO level = 0.48 eV
Electronic energy = -2730.4572 Ha
Net charge = 0
SMILES = CCOP(=O)(OCC)OCC.COCCOCCOC.COCCOCCOC.COCCOCCOC.COCCOCCOC
Orbital gap = 9.5259 eV
Molar mass = 718.86 g mol⁻¹